This record from the Open Molecules 2025 dataset describes C3H5NO2 in the gas phase in a non-equilibrium geometry. The level of theory is ωB97M-V with the def2-TZVPD basis set.

XYZ file:
```
11
Properties=species:S:1:pos:R:3:nbo_charge:R:1
C -0.56 -0.81 1.29 -0.617
C -0.49 0.29 0.27 -0.244
N 0.93 0.55 -0.09 -0.270
O 1.08 1.61 -1.23 -0.376
C 1.27 0.49 -1.78 0.970
O 1.46 -0.21 -2.67 -0.480
H -1.54 -0.58 1.71 0.224
H -0.50 -1.70 0.63 0.218
H 0.34 -0.65 1.90 0.231
H -1.02 -0.03 -0.74 0.157
H -0.96 1.04 0.72 0.186
```

Output
Total charge: 0
Maximum force in eV Å⁻¹: 5.72
Frontier orbital gap in eV: 10.47
E_tot in Ha: -322.39699



This record from the Open Molecules 2025 dataset describes C3H5NO2 in the gas phase. The level of theory is ωB97M-V with the def2-TZVPD basis set.

XYZ file:
```
11
Properties=species:S:1:pos:R:3:nbo_charge:R:1
H -2.59 -0.04 -0.19 0.366
N -1.58 -0.08 -0.07 -0.718
C -0.97 0.50 -1.00 0.421
O 0.37 0.57 -1.09 -0.490
C 1.16 0.21 0.04 -0.178
C 0.60 -0.78 1.06 0.423
O 0.70 -0.56 2.24 -0.527
H -1.41 1.01 -1.87 0.160
H 1.44 1.11 0.59 0.204
H 2.06 -0.24 -0.39 0.210
H 0.24 -1.75 0.68 0.128
```

Output
Total charge: 0
Maximum force in eV Å⁻¹: 0.52
Frontier orbital gap in eV: 10.59
E_tot in Ha: -322.50865



This record from the Open Molecules 2025 dataset describes C3H5NO2 in the gas phase in a non-equilibrium geometry. The level of theory is ωB97M-V with the def2-TZVPD basis set.

XYZ file:
```
11
Properties=species:S:1:pos:R:3:nbo_charge:R:1
N -1.11 -1.22 0.08 -0.848
C -1.02 0.13 0.12 0.671
O -1.93 0.90 0.29 -0.580
C 0.38 0.66 -0.69 -0.070
C 1.32 0.49 0.43 -0.089
O 1.43 -0.37 -0.62 -0.490
H -2.03 -1.62 -0.05 0.413
H -0.29 -1.74 -0.18 0.415
H 0.52 1.52 -1.34 0.226
H 2.14 1.15 0.69 0.195
H 0.60 0.12 1.28 0.158
```

Output
Total charge: 0
Maximum force in eV Å⁻¹: 5.55
Frontier orbital gap in eV: 10.70
E_tot in Ha: -322.46277



This record from the Open Molecules 2025 dataset describes C3H5NO2 in the gas phase. The level of theory is ωB97M-V with the def2-TZVPD basis set.

XYZ file:
```
11
Properties=species:S:1:pos:R:3:nbo_charge:R:1
H -2.04 1.79 -0.06 0.355
N -1.11 1.43 0.11 -0.718
C -0.69 0.82 -0.91 0.423
O 0.55 0.29 -0.99 -0.502
C 1.10 -0.17 0.23 -0.192
C 0.26 -1.34 0.72 0.417
O -0.81 -1.60 0.24 -0.504
H -1.23 0.64 -1.83 0.160
H 1.15 0.63 0.97 0.229
H 2.12 -0.51 0.01 0.214
H 0.70 -1.98 1.51 0.118
```

Output
Total charge: 0
Maximum force in eV Å⁻¹: 0.83
Frontier orbital gap in eV: 10.83
E_tot in Ha: -322.51071